137
Properties=species:S:1:pos:R:3:mulliken_charge:R:1 method="wB97M-V/def2-TZVPD" energy_ev=-69902.63198 gap_ev=2.937 total_charge=+1 e_lumo_ev=-5.10
C -4.632 -0.281 0.542 -1.25
C -4.444 0.333 1.934 0.16
C -5.303 1.592 2.103 -1.62
C -2.977 0.589 2.242 0.60
C -2.351 1.797 1.921 -0.33
C -0.980 1.956 2.068 0.55
C -0.285 3.207 1.532 2.39
C -1.158 4.458 1.562 -2.08
C 0.330 2.952 0.166 -1.59
C -0.211 0.903 2.649 -0.87
C 1.232 1.025 2.795 -1.38
N 1.784 1.902 3.729 2.29
C 1.130 3.003 4.422 -0.84
C 1.508 4.339 4.152 0.96
C 2.763 4.697 3.346 1.99
C 3.936 5.010 4.271 -1.80
C 2.530 5.792 2.313 -1.46
C 0.693 5.368 4.653 -0.31
C -0.472 5.085 5.359 -1.65
C -0.794 3.771 5.676 -0.11
C 0.072 2.736 5.322 -0.34
C -0.037 1.367 5.972 2.16
C -1.435 1.103 6.516 -2.42
C 1.065 1.101 6.995 -1.51
N 3.126 1.819 3.723 -0.56
N 3.425 0.826 2.842 1.19
C 4.826 0.627 2.572 -0.77
C 5.429 1.357 1.532 0.35
C 4.637 2.431 0.769 2.78
C 4.358 2.004 -0.662 -1.47
C 5.330 3.788 0.837 -1.49
C 6.774 1.126 1.237 -0.46
C 7.549 0.340 2.083 -1.09
C 6.967 -0.265 3.194 -1.18
C 5.617 -0.090 3.482 0.05
C 5.086 -0.583 4.838 0.54
C 3.779 -1.370 4.762 -1.12
C 4.989 0.569 5.827 -1.19
C 2.273 0.372 2.144 2.77
C 2.277 -0.575 1.102 -2.41
C -0.882 -0.257 3.142 1.38
C -0.136 -1.316 3.960 2.78
C 0.498 -2.326 3.026 -0.01
C -1.003 -2.016 5.012 -1.96
C -2.232 -0.420 2.847 -1.07
H -4.038 -1.197 0.438 0.21
H -5.686 -0.536 0.381 0.44
H -4.324 0.422 -0.244 0.28
H -4.786 -0.416 2.663 0.36
H -5.096 2.062 3.073 0.36
H -5.097 2.317 1.304 0.30
H -6.367 1.328 2.063 0.45
H -2.928 2.625 1.513 0.12
H 0.545 3.409 2.222 -0.88
H -1.626 4.572 2.548 0.39
H -0.552 5.353 1.373 0.33
H -1.943 4.403 0.796 0.49
H 0.974 2.066 0.200 0.28
H -0.466 2.758 -0.565 0.35
H 0.926 3.811 -0.167 0.36
H 3.033 3.793 2.791 -0.99
H 4.175 4.128 4.878 0.19
H 4.825 5.284 3.688 0.52
H 3.674 5.839 4.942 0.43
H 1.681 5.540 1.664 0.21
H 2.330 6.756 2.800 0.45
H 3.421 5.898 1.678 0.39
H 0.973 6.406 4.468 0.38
H -1.124 5.891 5.698 0.38
H -1.702 3.542 6.241 0.43
H 0.126 0.669 5.148 -0.92
H -2.179 1.252 5.723 0.43
H -1.529 0.082 6.892 0.49
H -1.662 1.790 7.341 0.55
H 2.058 1.292 6.564 0.12
H 0.951 1.760 7.867 0.44
H 1.038 0.053 7.329 0.34
H 3.678 2.530 1.294 -1.57
H 3.788 1.069 -0.675 0.24
H 3.780 2.775 -1.185 0.39
H 5.305 1.849 -1.194 0.37
H 5.506 4.079 1.881 0.34
H 6.299 3.756 0.324 0.40
H 4.707 4.559 0.368 0.32
H 7.216 1.600 0.357 0.37
H 8.609 0.202 1.882 0.38
H 7.576 -0.879 3.863 0.41
H 5.856 -1.273 5.215 0.72
H 3.759 -2.047 3.901 0.28
H 3.656 -1.965 5.674 0.62
H 2.924 -0.689 4.699 -0.27
H 5.967 1.047 5.966 0.42
H 4.305 1.336 5.444 -0.17
H 4.625 0.218 6.800 0.44
H 3.250 -0.899 0.742 0.27
H 1.330 -0.826 0.634 0.19
H 0.687 -0.816 4.499 -1.18
H 1.379 -1.901 2.541 -0.38
H 0.807 -3.244 3.534 0.80
H -0.201 -2.571 2.216 -0.99
H -1.570 -1.299 5.617 0.22
H -1.712 -2.712 4.544 0.43
H -0.358 -2.590 5.693 0.40
H -2.723 -1.357 3.124 0.19
C 1.693 -7.959 3.855 -0.87
O 0.515 -7.142 3.643 -0.38
C 0.304 -6.586 2.422 0.40
C -0.702 -5.596 2.317 -0.41
C -0.664 -4.714 1.268 -0.29
C 0.417 -4.703 0.318 1.01
C 0.573 -3.642 -0.646 -0.44
C 0.630 -4.027 -2.047 0.05
C -0.498 -3.822 -2.911 -0.83
C -0.657 -4.634 -4.020 1.04
C 0.399 -5.496 -4.409 0.20
O 0.087 -6.334 -5.435 -0.49
C -1.308 -6.034 -5.837 -0.34
C -1.810 -4.884 -4.948 -0.61
C 1.635 -5.501 -3.735 -1.17
C 1.730 -4.787 -2.563 -0.35
C 1.248 -5.864 0.322 -0.33
C 1.134 -6.837 1.293 -0.85
H 1.753 -8.064 4.939 0.26
H 1.568 -8.937 3.372 0.35
H 2.609 -7.490 3.466 0.41
H -1.430 -5.482 3.124 0.41
H -1.446 -3.952 1.168 0.49
H 0.167 -2.661 -0.389 0.39
H -1.280 -3.108 -2.652 0.46
H -1.285 -5.768 -6.903 0.27
H -1.886 -6.958 -5.698 0.29
H -2.716 -5.188 -4.416 0.27
H -2.065 -4.011 -5.557 0.29
H 2.449 -6.083 -4.158 0.45
H 2.660 -4.796 -1.997 0.70
H 2.027 -5.957 -0.439 0.22
H 1.758 -7.728 1.249 0.48